a.
DFT (ωB97M-V/def2-TZVPD) results for a 2-piece molecular cluster, C7H17NO overall.

Summary:
Total charge = 0
E_HOMO = -9.665 eV
HOMO-LUMO gap = 10.3 eV
Structure (SMILES) = CC(N)=O.CCCCC

Each line ends with the Löwdin charge.
Cartesian coordinates (Å):
C (-0.633, 2.575, -1.912)  0.01
C (-1.692, 1.420, -1.346)  -0.50
N (-2.175, 0.607, -2.252)  0.19
O (-2.044, 1.696, -0.159)  -0.02
H (-0.440, 2.727, -2.995)  0.07
H (0.253, 2.530, -1.388)  0.02
H (-1.083, 3.449, -1.559)  0.04
H (-2.875, 0.085, -1.952)  0.05
H (-1.903, 0.481, -3.231)  0.14
C (3.175, 0.481, 1.609)  -0.11
C (1.610, 0.022, 1.724)  -0.22
C (1.335, -1.315, 0.815)  -0.26
C (0.203, -1.980, 1.298)  -0.25
C (-0.236, -3.236, 0.344)  -0.04
H (3.711, -0.467, 1.290)  0.06
H (2.812, 0.830, 0.610)  0.05
H (3.797, 1.196, 2.337)  0.11
H (1.001, 0.831, 1.475)  0.05
H (1.274, -0.194, 2.834)  0.12
H (1.348, -0.931, -0.199)  0.12
H (2.164, -1.909, 0.988)  0.08
H (-0.568, -1.210, 1.194)  0.12
H (0.392, -2.392, 2.158)  0.05
H (0.653, -3.886, 0.123)  0.09
H (-1.146, -3.791, 0.681)  0.09
H (-0.382, -2.960, -0.515)  -0.06

b.
DFT (ωB97M-V/def2-TZVPD) results for a 2-piece molecular cluster, C7H17NO overall.

Summary:
Total charge = 0
E_HOMO = -10.014 eV
HOMO-LUMO gap = 10.6 eV
Structure (SMILES) = CC(N)=O.CCCCC

Each line ends with the Löwdin charge.
Cartesian coordinates (Å):
C (-2.301, 1.062, -0.555)  -0.06
C (-2.124, -0.209, 0.224)  -0.66
N (-2.178, -1.210, -0.709)  0.11
O (-1.995, -0.225, 1.433)  0.04
H (-3.062, 1.089, -1.399)  0.09
H (-1.264, 1.550, -0.789)  0.08
H (-2.924, 1.740, 0.149)  0.11
H (-2.110, -2.082, -0.276)  0.07
H (-1.743, -0.790, -1.748)  0.22
C (1.324, 2.686, -0.331)  -0.11
C (1.559, 1.349, 0.580)  -0.22
C (1.949, 0.154, -0.366)  -0.22
C (1.714, -1.178, 0.453)  -0.28
C (1.719, -2.500, -0.299)  -0.19
H (2.202, 3.018, -0.932)  0.06
H (0.516, 2.440, -1.042)  0.03
H (1.121, 3.578, 0.341)  0.08
H (0.539, 1.171, 0.947)  0.07
H (2.260, 1.431, 1.484)  0.12
H (1.234, 0.126, -1.112)  0.06
H (2.934, 0.155, -0.784)  0.10
H (0.557, -1.198, 0.848)  0.13
H (2.464, -1.274, 1.324)  0.13
H (2.598, -2.507, -1.064)  0.08
H (1.958, -3.452, 0.306)  0.08
H (0.889, -2.919, -0.986)  0.07

Result of the stability comparison: a is the least stable of them.

a.
DFT (ωB97M-V/def2-TZVPD) results for a 2-piece molecular cluster, C7H17NO overall.

Summary:
Total charge = 0
E_HOMO = -8.813 eV
HOMO-LUMO gap = 9.5 eV
Structure (SMILES) = CCN(C)C(C)=O.CC

Each line ends with the Löwdin charge.
Cartesian coordinates (Å):
C (-0.248, -2.062, 1.832)  -0.01
C (0.769, -0.934, 1.290)  -0.18
N (1.514, -0.953, 0.054)  -0.10
C (1.624, -2.035, -0.887)  -0.07
C (2.287, 0.074, -0.363)  -0.45
C (2.328, 1.497, 0.481)  0.04
O (2.652, -0.023, -1.497)  0.02
H (0.024, -3.194, 1.340)  0.15
H (-1.279, -1.786, 1.482)  0.09
H (-0.059, -2.206, 2.656)  -0.11
H (0.269, 0.098, 1.341)  0.13
H (1.336, -0.909, 2.229)  0.10
H (1.613, -2.912, -0.323)  0.05
H (0.802, -2.292, -1.495)  0.07
H (2.358, -1.939, -1.765)  0.13
H (2.283, 1.325, 1.587)  0.07
H (3.283, 2.098, 0.277)  0.10
H (1.558, 2.007, 0.223)  -0.02
C (-3.229, 1.566, -0.270)  -0.14
C (-2.571, 1.910, -1.708)  -0.18
H (-2.765, 2.252, 0.510)  0.08
H (-4.348, 1.790, -0.534)  0.09
H (-3.017, 0.562, -0.209)  0.00
H (-2.052, 2.849, -1.671)  0.03
H (-3.297, 2.154, -2.435)  0.02
H (-1.836, 1.061, -2.147)  0.11

b.
DFT (ωB97M-V/def2-TZVPD) results for a 2-piece molecular cluster, C7H17NO overall.

Summary:
Total charge = 0
E_HOMO = -7.104 eV
HOMO-LUMO gap = 7.7 eV

Each line ends with the Löwdin charge.
Cartesian coordinates (Å):
C (1.388, -0.156, -0.266)  -0.47
C (-0.434, 0.154, 0.663)  -0.29
C (-0.986, -0.070, -0.620)  -0.07
C (1.643, 0.417, -1.649)  -0.08
C (2.275, 0.546, 0.750)  -0.11
C (1.611, -1.657, -0.231)  -0.09
C (-3.513, 0.483, 0.506)  -0.22
N (-2.678, -0.533, -0.093)  -0.12
O (-0.527, 1.429, 1.130)  0.01
H (-0.176, 1.479, 2.027)  0.11
H (-2.646, -1.368, 0.489)  0.06
H (-0.461, -0.633, 1.416)  0.14
H (-0.792, -0.946, -1.219)  0.09
H (-1.207, 0.825, -1.188)  0.12
H (2.705, 0.335, -1.914)  0.09
H (1.118, -0.131, -2.432)  0.08
H (1.357, 1.470, -1.693)  0.09
H (2.099, 1.623, 0.760)  0.08
H (3.337, 0.404, 0.510)  0.08
H (2.120, 0.165, 1.762)  0.08
H (2.643, -1.908, -0.505)  0.09
H (0.963, -2.182, -0.934)  0.07
H (1.438, -2.067, 0.766)  0.08
H (-4.550, 0.135, 0.601)  0.07
H (-3.196, 0.824, 1.507)  0.06
H (-3.533, 1.363, -0.144)  0.07

Result of the stability comparison: a is the least stable of them.